Entry 1:
C39H37ClN3O3S4SeY as an isolated structure, computed with the ωB97M-V functional and the def2-TZVPD basis.

Structure (XYZ):
```
89
Properties=species:S:1:pos:R:3:forces:R:3
Y -0.145400 0.490200 -0.063700 -0.271 -0.483 -0.272
S 1.504200 -0.996000 1.456500 0.295 0.309 -0.251
C 0.701900 -2.033900 2.594100 -0.093 0.086 -0.071
C 1.497300 -3.005900 3.217700 -0.057 0.008 0.042
C 0.980600 -3.858900 4.164600 -0.034 -0.055 0.019
C -0.361400 -3.777100 4.518800 -0.063 -0.109 0.069
C -1.164500 -2.828400 3.918100 0.042 -0.031 0.134
C -0.646100 -1.960300 2.964600 -0.078 0.178 -0.075
S -1.736000 -0.698500 2.315500 0.266 -0.307 -0.167
C -2.923800 -1.711400 1.367400 0.252 0.399 0.263
C -2.517700 -1.963700 -0.053200 -0.210 -0.232 -0.298
C -3.496200 -2.088400 -1.036200 0.174 -0.123 -0.061
C -3.104000 -2.369000 -2.331400 0.024 -0.013 0.178
C -1.760600 -2.569200 -2.603500 0.106 -0.014 0.135
C -0.843800 -2.409000 -1.570300 -0.202 -0.191 -0.278
C 0.621200 -2.587000 -1.806600 0.553 0.181 -0.411
S 1.309800 -1.013100 -2.495300 -0.156 0.024 0.784
C 2.853600 -0.850800 -1.620600 -0.030 -0.057 -0.233
C 3.769800 -1.889700 -1.677600 0.046 0.094 0.097
C 4.995000 -1.763600 -1.056600 0.083 -0.110 0.058
C 5.306600 -0.589800 -0.383200 0.090 -0.074 -0.051
C 4.406200 0.453300 -0.346400 -0.132 -0.060 -0.014
C 3.152000 0.344500 -0.952600 0.070 -0.044 -0.228
S 2.058100 1.712700 -0.879900 0.091 0.427 -0.073
N -1.219700 -2.067300 -0.333600 -0.042 0.186 0.035
H 2.540200 -3.052900 2.938100 0.047 -0.034 -0.013
H 1.625700 -4.589500 4.632400 0.014 -0.060 0.049
H -0.768100 -4.435300 5.270800 -0.071 -0.082 0.063
H -2.204100 -2.737500 4.203500 -0.065 0.008 0.051
H -3.857800 -1.149100 1.392700 -0.018 -0.167 -0.048
H -3.044600 -2.658200 1.900600 -0.052 0.091 -0.052
H -4.532900 -1.916200 -0.797300 -0.122 -0.026 0.094
H -3.839800 -2.432300 -3.118900 -0.084 -0.057 -0.102
H -1.419900 -2.822300 -3.596500 0.048 -0.029 -0.071
H 0.806100 -3.368800 -2.544200 -0.063 -0.091 0.174
H 1.160300 -2.776200 -0.878700 -0.128 -0.051 0.013
H 3.515700 -2.799500 -2.199700 0.001 -0.093 -0.128
H 5.705900 -2.573000 -1.117000 0.097 -0.084 0.082
H 6.260800 -0.496100 0.113200 0.115 0.049 0.026
H 4.637300 1.379300 0.160400 0.053 -0.011 0.082
Cl -5.221000 1.434200 -0.127200 -0.680 -0.105 -0.089
C -3.882500 2.525900 0.209900 0.352 0.036 0.006
C -2.562300 1.823500 -0.077400 -0.615 0.464 -0.062
O -1.530400 2.515100 -0.178600 0.415 0.188 -0.028
O -2.558900 0.579800 -0.183700 0.149 -0.279 0.164
H -3.918700 2.786700 1.268500 0.073 0.077 -0.103
H -3.987200 3.421300 -0.400200 0.063 -0.049 0.097
C -1.913700 3.513100 -8.173000 0.009 0.033 -0.010
C -1.946800 2.981000 -6.775300 -0.085 -0.076 0.192
C -0.891200 3.168000 -5.897100 -0.088 -0.029 -0.066
C -0.877300 2.600600 -4.631100 -0.318 -0.100 -0.068
C 0.272700 2.870900 -3.726900 0.229 -0.056 0.094
C -1.973000 1.796700 -4.243500 0.175 0.373 -0.528
C -1.916000 0.970100 -3.064800 -0.083 -0.534 0.541
O -0.926900 0.773000 -2.365300 -0.389 0.435 -0.222
C -3.112000 1.701400 -5.080200 0.230 -0.021 0.071
C -4.364100 0.985900 -4.656800 -0.060 -0.054 0.002
C -3.068300 2.281700 -6.331700 0.094 0.034 -0.004
H -1.019600 4.102900 -8.354200 0.056 0.041 -0.033
H -2.786800 4.134000 -8.369000 -0.039 0.034 -0.052
H -1.930800 2.683900 -8.881300 0.004 0.020 -0.067
H -0.044400 3.760800 -6.207400 0.135 0.102 -0.044
H 0.886500 3.673700 -4.127200 0.035 0.078 -0.038
H 0.899500 1.986800 -3.614600 0.031 0.005 0.107
H -0.054800 3.140600 -2.722400 0.028 -0.048 -0.021
H -2.841800 0.420700 -2.826400 0.113 0.082 0.139
H -4.206500 -0.088900 -4.572400 -0.021 -0.082 0.026
H -5.145500 1.149000 -5.396900 -0.025 -0.011 0.029
H -4.723300 1.347400 -3.692900 -0.051 -0.033 0.012
H -3.915400 2.183200 -6.996800 -0.125 -0.019 -0.018
C 2.280900 4.983500 1.881700 0.089 0.083 -0.484
N 1.806700 4.611400 3.185600 -0.334 -0.554 0.279
C 0.954000 3.587500 3.442200 -0.273 -0.620 -0.306
Se 0.024500 2.560500 2.243900 -0.150 0.578 0.630
N 0.783600 3.517200 4.789600 0.033 -0.059 -0.448
C 1.508900 4.506700 5.403700 0.426 0.582 0.013
C 1.650500 4.861000 6.732800 -0.001 -0.061 -0.195
C 2.470500 5.942200 7.010100 -0.070 -0.033 0.090
C 3.117600 6.643300 5.997600 0.055 0.041 0.046
C 2.977600 6.293900 4.664600 -0.111 -0.158 -0.108
C 2.162700 5.210700 4.374100 -0.020 0.073 0.892
H 1.952100 4.226900 1.167800 0.075 0.054 0.050
H 3.370100 5.032500 1.886400 -0.022 -0.034 -0.001
H 1.877800 5.954400 1.588700 -0.010 -0.011 0.029
H 0.202600 2.818400 5.226000 0.049 0.069 -0.160
H 1.140300 4.309300 7.507400 -0.013 0.003 0.120
H 2.601100 6.249800 8.035100 0.046 0.047 0.116
H 3.746400 7.479500 6.261600 0.051 0.083 -0.005
H 3.478100 6.848600 3.888600 0.075 0.057 -0.132
```
Forces are in eV/Å.

Output
HOMO: -6.662 eV
LUMO level: -0.3010 eV
Kohn-Sham gap: 6.361 eV
spin multiplicity: 1


Entry 2:
C39H37CsN4P2 as an isolated structure, computed with the ωB97M-V functional and the def2-TZVPD basis.

Structure (XYZ):
```
83
Properties=species:S:1:pos:R:3:forces:R:3
Cs 0.388702 0.752699 0.149343 0.053 0.228 -0.339
N -3.716204 -0.011447 0.232503 -0.084 -0.100 0.069
P -3.203173 0.084123 -1.382674 0.084 0.046 -0.241
C -2.998529 -1.691559 -1.777900 0.135 -0.058 -0.037
C -1.701087 -2.189063 -1.899367 -0.019 0.027 -0.015
C -1.475682 -3.540936 -2.114395 -0.064 -0.043 0.001
C -2.551023 -4.412631 -2.224762 0.079 0.020 -0.003
C -3.846521 -3.924637 -2.126279 -0.045 -0.003 -0.009
C -4.069628 -2.573534 -1.906450 -0.037 0.004 0.017
C -4.738101 0.439385 -2.309226 -0.034 -0.009 -0.067
C -5.967044 0.660555 -1.700971 0.068 -0.028 0.050
C -7.088109 0.956790 -2.464761 -0.029 0.005 -0.002
C -6.988977 1.032622 -3.844456 -0.025 0.004 -0.031
C -5.762695 0.819345 -4.462023 0.026 -0.003 -0.024
C -4.643917 0.532915 -3.698464 -0.022 0.011 0.060
P -2.974748 1.062688 1.377625 -0.212 0.051 0.208
C -3.709481 2.647752 0.821404 0.025 0.005 0.009
C -2.836991 3.591121 0.291320 -0.010 0.061 -0.060
C -3.314970 4.793764 -0.215037 0.016 0.034 0.020
C -4.673261 5.060711 -0.183328 -0.004 0.005 -0.003
C -5.553050 4.128886 0.357007 -0.026 0.019 -0.001
C -5.073552 2.931779 0.857085 0.012 -0.020 0.002
C -3.999677 0.692475 2.847452 0.014 -0.029 -0.003
C -3.493442 1.114636 4.074833 0.012 -0.020 0.035
C -4.206717 0.897109 5.244531 0.064 0.040 -0.017
C -5.427062 0.241796 5.202950 -0.031 -0.017 0.013
C -5.936209 -0.192627 3.987257 -0.037 -0.011 0.060
C -5.229676 0.033939 2.817363 0.108 0.073 -0.097
H -4.028684 -0.907557 0.580371 -0.042 -0.002 0.020
H -0.849864 -1.520776 -1.846788 -0.037 0.042 0.051
H -0.458840 -3.906350 -2.188959 -0.015 -0.031 0.022
H -2.384267 -5.469182 -2.390268 0.018 -0.005 0.002
H -4.686819 -4.599833 -2.223520 -0.007 -0.004 0.004
H -5.085479 -2.199711 -1.844026 0.000 0.005 -0.001
H -6.035700 0.605969 -0.622249 -0.021 0.002 0.013
H -8.040443 1.129260 -1.979576 -0.004 0.000 0.005
H -7.862463 1.262605 -4.440642 -0.003 0.004 0.001
H -5.678409 0.885272 -5.539190 -0.008 0.002 -0.005
H -3.684621 0.381664 -4.182651 0.005 -0.007 -0.014
H -1.771423 3.388499 0.270258 -0.028 -0.008 0.022
H -2.626283 5.520721 -0.625759 -0.001 -0.002 -0.004
H -5.051542 5.997438 -0.572004 0.005 0.000 -0.006
H -6.613667 4.343319 0.388238 -0.006 -0.004 0.005
H -5.758591 2.211156 1.287252 -0.018 0.010 0.002
H -2.527327 1.604215 4.121072 -0.001 -0.006 -0.018
H -3.796318 1.228751 6.189207 -0.009 0.002 0.011
H -5.977405 0.064985 6.117693 -0.013 -0.012 -0.001
H -6.887544 -0.707615 3.950370 -0.008 -0.002 -0.002
H -5.646164 -0.291797 1.872219 -0.024 -0.025 -0.002
N 3.050649 -0.770994 0.336913 -0.071 -0.127 -0.057
C 4.093142 -0.532989 1.255138 0.079 0.065 0.052
C 5.407484 -0.449545 0.805791 -0.031 0.006 -0.022
C 6.443923 -0.196914 1.690948 0.018 -0.006 -0.016
C 6.171887 -0.038839 3.039588 0.020 0.006 0.043
C 4.858563 -0.119149 3.482178 -0.005 -0.019 -0.023
C 3.798753 -0.349721 2.611683 0.079 0.017 -0.028
C 2.401173 -0.378176 3.141811 0.005 -0.003 0.070
C 2.077348 -1.420866 4.016245 -0.011 0.002 0.004
C 0.841130 -1.452468 4.647400 0.008 -0.021 0.012
C -0.048691 -0.414263 4.411696 -0.046 -0.032 0.079
C 0.300090 0.599689 3.524170 -0.017 0.052 -0.116
C 1.515915 0.675783 2.818043 0.138 -0.094 0.201
H 3.365865 -1.159290 -0.541047 0.000 0.001 0.010
H 2.330104 -1.360591 0.736450 0.107 -0.062 0.073
H 5.615399 -0.590566 -0.249911 0.007 -0.005 -0.005
H 7.460980 -0.134781 1.324342 0.000 0.003 -0.003
H 6.971079 0.151811 3.744252 0.011 0.005 -0.010
H 4.632345 0.020250 4.532677 -0.008 0.002 0.000
H 2.801852 -2.208311 4.205327 -0.006 -0.004 0.017
H 0.587097 -2.263058 5.320299 -0.004 0.006 0.003
H -1.009787 -0.399802 4.919282 0.004 -0.009 -0.005
H -0.435926 1.392606 3.365591 -0.039 -0.030 0.010
C 1.134941 -3.576494 -4.790348 0.032 -0.070 -0.012
N 1.275857 -2.123657 -4.768551 -0.031 0.042 -0.054
C 0.505263 -1.388007 -5.768164 -0.008 0.023 -0.034
C 1.407384 -1.549553 -3.579199 -0.061 -0.078 0.051
N 1.539391 -1.056063 -2.542821 0.016 0.073 0.086
H 1.435156 -3.937290 -5.772930 -0.004 -0.005 0.001
H 0.104234 -3.885809 -4.590897 0.020 0.022 -0.024
H 1.793207 -4.013111 -4.042854 -0.002 -0.008 -0.005
H 0.816303 -1.717185 -6.758514 -0.006 -0.001 0.003
H 0.712222 -0.325293 -5.670534 -0.005 -0.001 -0.013
H -0.569543 -1.559949 -5.653312 0.012 0.000 0.011
```
Forces are in eV/Å.

Output
energy relative to the best compared isomer or geometry (same formula, charge and spin): 1.5 kcal/mol
HOMO: -5.749 eV
LUMO level: -0.0056 eV
Kohn-Sham gap: 5.744 eV
spin multiplicity: 1


Entry 3:
C39H37N13O2SSn as an isolated structure, computed with the ωB97M-V functional and the def2-TZVPD basis.

Structure (XYZ):
```
93
Properties=species:S:1:pos:R:3:forces:R:3
Sn 1.002659 0.947855 -0.463469 -0.138 1.374 -0.899
C 0.156559 0.971555 -5.029669 0.201 -0.164 0.314
C 0.638059 0.610555 -3.773569 0.183 -0.011 -0.478
N -0.149641 0.621155 -2.718569 0.182 0.230 0.638
C -1.427641 0.972755 -2.864569 -0.028 0.140 -0.580
C -1.891041 1.344355 -4.132969 -0.016 -0.153 0.591
N -1.097841 1.344155 -5.184269 -0.077 0.141 -0.582
C -2.284841 0.872955 -1.667769 -0.603 0.027 0.129
C -3.675641 0.880055 -1.740869 0.343 -0.009 0.172
C -4.420441 0.760755 -0.568769 0.201 0.016 0.043
C -3.737441 0.580255 0.632231 0.344 0.053 -0.241
C -2.345041 0.519955 0.608131 -0.591 0.095 0.049
N -1.655941 0.688155 -0.512169 0.765 0.290 -0.033
C -1.548041 0.205655 1.806931 0.130 0.065 0.625
C -1.914441 0.575655 3.106731 -0.066 -0.032 -0.647
N -1.163341 0.274555 4.144131 -0.064 0.143 0.572
C -0.049341 -0.397845 3.932831 0.199 -0.244 -0.331
C 0.333959 -0.757245 2.643931 0.033 0.002 0.457
N -0.407041 -0.446245 1.598931 0.034 -0.012 -0.372
C -5.892341 0.800855 -0.592469 -0.455 -0.007 -0.013
C -6.599741 1.527555 0.363731 0.056 -0.086 -0.089
C -7.985941 1.531155 0.306031 0.538 0.057 0.125
N -8.645941 0.865655 -0.615169 -1.249 0.017 -0.017
C -8.002741 0.171155 -1.527069 0.537 -0.089 -0.130
C -6.616341 0.109755 -1.562269 0.041 0.090 0.086
H 0.784559 0.957255 -5.909069 0.092 -0.006 -0.006
H 1.657459 0.291755 -3.614669 0.153 0.061 -0.059
H -2.911041 1.647255 -4.322069 -0.094 0.044 0.173
H -4.175741 0.975655 -2.689369 -0.094 0.085 -0.109
H -4.289941 0.443555 1.549331 0.024 -0.070 0.080
H -2.804341 1.152855 3.312231 -0.151 0.033 -0.097
H 0.549259 -0.639645 4.799331 0.105 -0.089 0.032
H 1.258559 -1.284845 2.450431 0.114 -0.037 0.041
H -6.090941 2.101255 1.120131 0.129 0.093 0.137
H -8.580941 2.082555 1.021331 0.032 0.075 0.075
H -8.614041 -0.351945 -2.250669 0.053 -0.067 -0.076
H -6.119241 -0.482745 -2.312869 0.099 -0.098 -0.132
S 3.282359 -0.426445 -1.267669 -0.375 0.057 0.090
C 2.994959 -2.095045 -0.941769 0.131 1.812 -0.295
N 4.012759 -2.900445 -1.081969 0.841 0.270 -0.233
N 4.184859 -4.120645 -0.689969 -0.006 -0.307 -0.377
C 3.776759 -4.820745 0.432431 -0.325 -0.277 0.783
C 4.184559 -6.160245 0.537131 0.017 0.155 -0.064
C 3.904359 -6.879045 1.681031 -0.041 0.046 0.029
C 3.240859 -6.275545 2.741831 -0.068 0.023 -0.058
C 2.840159 -4.948245 2.645031 -0.007 0.033 -0.119
C 3.088059 -4.224745 1.495831 0.097 0.235 -0.051
N 1.770059 -2.604945 -0.679669 -2.148 -2.201 0.443
N 0.700559 -2.055545 -1.051669 1.927 1.298 -0.446
C -0.451741 -2.795745 -0.977069 -0.835 -1.099 0.345
C -1.561941 -2.338445 -1.698969 0.410 0.051 0.124
C -2.703141 -3.107745 -1.779369 -0.145 -0.061 -0.015
C -2.756141 -4.348845 -1.159369 0.077 0.181 0.011
C -1.655941 -4.815945 -0.447869 0.075 -0.010 0.170
C -0.518841 -4.046645 -0.337169 0.100 0.102 -0.070
H 4.915759 -4.585145 -1.229469 -0.176 0.121 0.055
H 4.726659 -6.632645 -0.269169 0.058 -0.007 -0.138
H 4.213659 -7.909245 1.757231 0.048 -0.086 -0.034
H 3.031359 -6.831245 3.642731 0.029 -0.076 0.056
H 2.339859 -4.474845 3.477631 -0.036 0.019 0.009
H 2.789759 -3.188845 1.431431 0.017 -0.037 0.048
H -1.481141 -1.407545 -2.229769 0.017 0.023 -0.047
H -3.548441 -2.754945 -2.350369 -0.073 0.034 -0.049
H -3.649741 -4.949345 -1.229169 -0.064 -0.082 -0.042
H -1.683541 -5.790245 0.015331 -0.057 -0.060 0.073
H 0.339859 -4.403445 0.212831 0.026 -0.043 0.009
C 0.921059 4.875355 -0.405469 0.207 -0.378 -0.097
C 1.727159 4.050755 -1.403069 0.637 1.208 0.246
C 1.773459 4.759455 -2.776369 -0.050 -0.484 0.458
O 1.185759 2.798755 -1.595669 -0.880 -2.760 0.185
H 1.355859 5.862655 -0.276069 -0.022 0.119 0.036
H 0.903359 4.361655 0.554031 -0.053 0.027 0.189
H -0.104141 4.964655 -0.756169 -0.127 0.107 -0.043
H 2.769259 3.969555 -1.054869 -0.064 0.043 0.074
H 0.768259 4.809955 -3.187069 -0.100 0.081 -0.070
H 2.407159 4.203455 -3.461469 0.057 -0.030 -0.109
H 2.172359 5.763855 -2.656369 0.010 0.075 -0.015
C 1.657659 3.476455 4.198331 -0.577 -0.059 0.363
N 2.562759 3.250255 3.090631 -0.048 -0.208 -0.305
C 3.816359 3.746655 3.083031 0.485 -0.075 -0.393
C 4.671859 3.491455 2.063031 -0.075 0.009 0.121
C 4.196159 2.679055 0.994431 -0.144 0.104 0.378
N 2.962159 2.186555 1.025231 0.132 -0.233 -0.641
C 2.125459 2.462555 2.034331 0.267 0.344 0.303
O 0.970459 2.027355 2.031131 -0.575 -0.212 -0.266
N 4.962859 2.401155 -0.057269 0.157 -0.092 -0.209
H 2.121159 4.137055 4.928331 0.023 -0.024 -0.117
H 1.417959 2.523355 4.675131 -0.002 0.120 -0.013
H 0.726059 3.916055 3.836931 0.132 -0.012 0.055
H 4.097559 4.353255 3.930131 0.008 0.028 0.061
H 5.675259 3.876155 2.064131 0.117 0.126 0.030
H 5.927259 2.685155 -0.089169 -0.067 0.043 -0.001
H 4.618759 1.791755 -0.783869 0.078 0.063 0.129
```
Forces are in eV/Å.

Output
charge: +2
energy relative to the best compared isomer or geometry (same formula, charge and spin): 63.1 kcal/mol
HOMO (alpha / beta): -13.183 / -12.888 eV
LUMO level (alpha / beta): -7.4361 / -7.6896 eV
Kohn-Sham gap (alpha / beta): 5.746 / 5.199 eV
spin multiplicity: 1


Number 1: total energy -6391.2939 Ha. Number 2: total energy -2430.1610 Ha. Number 3: total energy -2982.6238 Ha.